Record 1
DFT (ωB97M-V/def2-TZVPD) results for an isolated molecule of C20H23FN2O2S.

E_tot, hartree: -1533.97994
SMILES: Cc1cc(C(=O)CCC(=O)N2CCN(c3ccccc3F)CC2)c(C)s1
Gap between HOMO and LUMO, eV: 8.44
Charge: 0
E_HOMO, eV: -7.925
LUMO level, eV: 0.5

CARTESIAN COORDINATES (ANGSTROEM)
C1 -2.678 0.405 5.688
C2 -1.292 0.087 5.257
C3 -0.862 -0.404 4.072
C4 0.553 -0.585 4.000
C5 1.287 -1.106 2.847
O1 2.500 -1.136 2.795
C6 0.429 -1.601 1.692
C7 1.272 -2.322 0.638
C8 0.477 -2.537 -0.635
O2 -0.097 -3.589 -0.853
N1 0.424 -1.513 -1.522
C9 0.959 -0.179 -1.379
C10 -0.187 0.850 -1.410
N2 -0.955 0.723 -2.630
C11 -0.624 1.468 -3.752
C12 -0.560 0.924 -5.041
C13 -0.295 1.705 -6.150
C14 -0.073 3.064 -6.026
C15 -0.139 3.638 -4.768
C16 -0.420 2.854 -3.671
F1 -0.518 3.488 -2.471
C17 -1.470 -0.622 -2.764
C18 -0.348 -1.668 -2.740
C19 1.181 -0.215 5.170
C20 2.628 -0.252 5.486
S1 0.047 0.339 6.344
H1 -3.377 0.179 4.886
H2 -2.768 1.459 5.947
H3 -2.951 -0.178 6.567
H4 -1.536 -0.624 3.264
H5 -0.072 -0.730 1.261
H6 -0.342 -2.273 2.072
H7 2.195 -1.771 0.456
H8 1.543 -3.308 1.018
H9 1.633 0.020 -2.223
H10 1.521 -0.073 -0.455
H11 -0.864 0.669 -0.567
H12 0.228 1.849 -1.308
H13 -0.712 -0.133 -5.184
H14 -0.253 1.237 -7.123
H15 0.142 3.671 -6.890
H16 0.006 4.697 -4.622
H17 -2.130 -0.801 -1.908
H18 -2.066 -0.706 -3.672
H19 0.317 -1.534 -3.600
H20 -0.758 -2.679 -2.749
H21 2.800 -0.041 6.539
H22 3.162 0.482 4.882
H23 3.043 -1.227 5.232

Calculated atomic charges, method Löwdin, unit e: number 1, C, carries -0.1055; number 2, C, carries -0.5703; number 3, C, carries -0.0901; number 4, C, carries -0.2092; number 5, C, carries -0.3432; number 6, O, carries 0.0900; number 7, C, carries -0.1018; number 8, C, carries -0.0951; number 9, C, carries -0.4573; number 10, O, carries 0.0521; number 11, N, carries -0.0529; number 12, C, carries -0.1111; number 13, C, carries -0.1259; number 14, N, carries -0.0909; number 15, C, carries -0.1661; number 16, C, carries -0.0247; number 17, C, carries -0.0937; number 18, C, carries -0.0963; number 19, C, carries -0.0180; number 20, C, carries -0.2006; number 21, F, carries 0.0455; number 22, C, carries -0.1333; number 23, C, carries -0.1106; number 24, C, carries -0.5053; number 25, C, carries -0.0964; number 26, S, carries 1.1024; number 27, H, carries 0.0806; number 28, H, carries 0.0768; number 29, H, carries 0.0768; number 30, H, carries 0.1140; number 31, H, carries 0.1164; number 32, H, carries 0.1341; number 33, H, carries 0.1097; number 34, H, carries 0.1324; number 35, H, carries 0.1373; number 36, H, carries 0.1169; number 37, H, carries 0.1242; number 38, H, carries 0.1179; number 39, H, carries 0.0991; number 40, H, carries 0.1028; number 41, H, carries 0.1007; number 42, H, carries 0.1178; number 43, H, carries 0.1329; number 44, H, carries 0.1211; number 45, H, carries 0.1265; number 46, H, carries 0.1228; number 47, H, carries 0.0687; number 48, H, carries 0.0918; number 49, H, carries 0.0868

=====

Record 2
DFT (ωB97M-V/def2-TZVPD) results for the ion C3HO4 with charge -1 in a non-equilibrium geometry.

E_tot, hartree: -415.80332
SMILES: O=C=C=C([O-])OO
Gap between HOMO and LUMO, eV: 8.34
Charge: -1
E_HOMO, eV: -4.192
LUMO level, eV: 4.1

CARTESIAN COORDINATES (ANGSTROEM)
O1 2.603 0.456 -0.941
C1 1.437 0.171 -0.717
C2 0.201 -0.153 -0.667
C3 -0.418 -0.781 0.461
O2 -0.105 -1.848 0.974
O3 -1.386 0.066 1.092
O4 -1.446 1.197 0.344
H1 -0.887 0.893 -0.546

Calculated atomic charges, method Löwdin, unit e: number 1, O, carries -0.0016; number 2, C, carries -0.2569; number 3, C, carries -0.0748; number 4, C, carries -0.4995; number 5, O, carries 0.0277; number 6, O, carries -0.0919; number 7, O, carries -0.1649; number 8, H, carries 0.0618

=====

Record 3
DFT (ωB97M-V/def2-TZVPD) results for a structure of composition C7H12N2O in a non-equilibrium geometry.

E_tot, hartree: -458.48871
Gap between HOMO and LUMO, eV: 8.56
Charge: 0
E_HOMO, eV: -8.078
LUMO level, eV: 0.5

CARTESIAN COORDINATES (ANGSTROEM)
C1 1.598 2.489 1.492
C2 0.802 1.381 0.841
C3 0.234 1.594 -0.532
N1 -0.636 0.606 -0.930
C4 0.546 2.680 -1.264
O1 0.612 0.325 1.418
H1 -0.584 -0.272 -0.436
H2 -0.830 0.515 -1.913
H3 1.873 2.177 2.497
H4 2.504 2.696 0.921
H5 1.017 3.410 1.538
H6 1.190 3.456 -0.888
H7 0.127 2.829 -2.250
C5 -0.004 -2.541 0.594
C6 -0.676 -2.842 -1.260
C7 -1.936 -2.826 -1.203
N2 -1.093 -2.475 1.252
H8 -1.141 -2.221 2.232
H9 0.937 -2.366 1.123
H10 0.214 -3.108 -1.790
H11 -2.768 -2.962 -1.865
H12 -1.987 -2.544 0.422

Calculated atomic charges, method Löwdin, unit e: number 1, C, carries -0.0218; number 2, C, carries -0.3794; number 3, C, carries -0.3572; number 4, N, carries 0.1195; number 5, C, carries 0.0591; number 6, O, carries 0.0595; number 7, H, carries 0.0408; number 8, H, carries 0.0988; number 9, H, carries 0.0817; number 10, H, carries 0.0873; number 11, H, carries 0.0883; number 12, H, carries 0.0464; number 13, H, carries 0.0589; number 14, C, carries -0.0591; number 15, C, carries -0.1612; number 16, C, carries -0.1051; number 17, N, carries 0.0065; number 18, H, carries 0.1077; number 19, H, carries 0.0790; number 20, H, carries 0.0341; number 21, H, carries 0.0149; number 22, H, carries 0.1014

=====

Record 4
DFT (ωB97M-V/def2-TZVPD) results for an isolated molecule of C2H4N4O in a non-equilibrium geometry.

E_tot, hartree: -372.71926
Gap between HOMO and LUMO, eV: 9.86
Charge: 0
E_HOMO, eV: -9.178
LUMO level, eV: 0.7

CARTESIAN COORDINATES (ANGSTROEM)
C1 1.040 -0.045 0.490
C2 -0.385 0.448 -0.048
H1 2.927 -0.419 0.077
H2 1.786 -0.164 -1.427
H3 -0.381 0.089 -1.209
H4 -0.469 1.552 0.030
N1 1.889 -0.159 -0.548
N2 -1.503 0.097 0.923
N3 -2.552 -0.400 0.278
N4 -3.504 -0.702 -0.127
O1 1.151 -0.298 1.561

Calculated atomic charges, method Löwdin, unit e: number 1, C, carries -0.6930; number 2, C, carries -0.1338; number 3, H, carries 0.2487; number 4, H, carries -0.0215; number 5, H, carries 0.1431; number 6, H, carries 0.0997; number 7, N, carries 0.1590; number 8, N, carries 0.0293; number 9, N, carries -0.2012; number 10, N, carries 0.2104; number 11, O, carries 0.1594

=====

Record 5
DFT (ωB97M-V/def2-TZVPD) results for a structure of composition C6H9O4Rb in a non-equilibrium geometry.

E_tot, hartree: -558.98306
Gap between HOMO and LUMO, eV: 4.97
Charge: 0
E_HOMO, eV: -5.696
LUMO level, eV: -0.7

CARTESIAN COORDINATES (ANGSTROEM)
O1 -1.528 0.233 -1.327
C1 -2.191 -0.899 -0.881
C2 -3.499 -0.945 -0.646
H1 -1.523 -1.756 -0.804
H2 -3.947 -1.895 -0.356
H3 -4.143 -0.072 -0.758
O2 2.283 -0.210 1.546
C3 0.958 0.024 1.804
O3 0.767 0.414 2.970
Rb1 -2.429 -0.048 2.806
O4 -2.190 1.590 0.365
C4 -1.489 1.365 -0.601
H4 -0.946 2.140 -1.165
C5 2.605 -0.623 0.219
H5 3.458 -1.310 0.304
H6 1.748 -1.172 -0.199
C6 2.956 0.566 -0.655
H7 2.107 1.265 -0.697
H8 3.821 1.107 -0.247
H9 3.181 0.227 -1.676

Calculated atomic charges, method Löwdin, unit e: number 1, O, carries -0.0077; number 2, C, carries -0.1897; number 3, C, carries 0.0286; number 4, H, carries 0.1277; number 5, H, carries 0.0678; number 6, H, carries 0.0809; number 7, O, carries -0.1504; number 8, C, carries -0.4162; number 9, O, carries -0.2048; number 10, Rb, carries 0.8612; number 11, O, carries -0.0507; number 12, C, carries -0.3054; number 13, H, carries 0.1602; number 14, C, carries -0.3091; number 15, H, carries 0.1090; number 16, H, carries 0.0880; number 17, C, carries -0.0947; number 18, H, carries 0.0611; number 19, H, carries 0.0750; number 20, H, carries 0.0692

=====

Record 6
DFT (ωB97M-V/def2-TZVPD) results for an isolated molecule of C10H18N2O in a non-equilibrium geometry.

E_tot, hartree: -576.42471
Gap between HOMO and LUMO (spin up / spin down), eV: 8.49 / 8.49
Charge: 0
E_HOMO (spin up / spin down), eV: -7.642 / -7.642
LUMO level (spin up / spin down), eV: 0.8 / 0.8

CARTESIAN COORDINATES (ANGSTROEM)
C1 0.244 -0.163 -1.811
C2 -1.933 -1.190 2.468
C3 -0.867 -2.163 2.592
C4 -1.394 -0.035 1.474
C5 -0.013 -2.081 1.324
C6 0.831 0.849 -0.827
C7 -0.124 -0.660 0.830
C8 0.332 -0.058 -3.296
C9 2.274 1.374 -1.204
C10 -0.088 2.097 -0.759
N1 0.941 0.135 0.441
N2 -0.383 -1.059 -1.158
O1 -1.185 -1.982 -1.429
H1 -2.924 -1.547 2.110
H2 -2.386 -0.602 3.406
H3 -0.294 -2.069 3.451
H4 -1.270 -3.197 2.672
H5 -2.253 0.078 0.783
H6 -1.128 0.780 2.145
H7 0.936 -2.354 1.443
H8 -0.501 -2.570 0.496
H9 -0.587 0.396 -3.743
H10 0.466 -0.982 -3.654
H11 1.220 0.536 -3.551
H12 3.045 0.578 -0.966
H13 2.589 2.156 -0.491
H14 2.499 1.701 -2.322
H15 -0.896 1.846 -0.028
H16 -0.702 2.298 -1.619
H17 0.501 2.967 -0.389
H18 1.782 -0.348 0.420

Calculated atomic charges, method Löwdin, unit e: number 1, C, carries -0.2429; number 2, C, carries -0.2033; number 3, C, carries -0.2069; number 4, C, carries -0.0833; number 5, C, carries -0.0840; number 6, C, carries -0.4724; number 7, C, carries -0.1939; number 8, C, carries 0.0033; number 9, C, carries -0.0395; number 10, C, carries -0.0092; number 11, N, carries 0.0600; number 12, N, carries -0.1266; number 13, O, carries -0.0963; number 14, H, carries 0.1072; number 15, H, carries 0.1437; number 16, H, carries 0.0886; number 17, H, carries 0.1274; number 18, H, carries 0.1215; number 19, H, carries 0.1100; number 20, H, carries 0.0795; number 21, H, carries 0.1065; number 22, H, carries 0.1079; number 23, H, carries 0.0338; number 24, H, carries 0.0703; number 25, H, carries 0.0842; number 26, H, carries 0.0712; number 27, H, carries 0.1148; number 28, H, carries 0.0695; number 29, H, carries 0.0753; number 30, H, carries 0.0891; number 31, H, carries 0.0946

=====

Record 7
DFT (ωB97M-V/def2-TZVPD) results for a structure of composition C12H18NO7P2Pt.

E_tot, hartree: -1851.89289
Gap between HOMO and LUMO, eV: 7.73
Charge: -1
E_HOMO, eV: -5.060
LUMO level, eV: 2.7

CARTESIAN COORDINATES (ANGSTROEM)
Pt1 -0.268 -0.359 0.325
O1 -4.545 -0.106 -0.883
P1 -3.242 -0.820 -0.250
O2 -3.463 -2.286 -0.141
O3 -2.055 -0.266 -0.984
O4 -3.248 -0.197 1.252
P2 -2.260 0.749 2.108
O5 -1.566 -0.338 3.100
O6 -3.043 1.669 2.953
O7 -1.161 1.312 1.187
H1 -5.334 -0.534 -0.540
H2 -1.942 -0.150 3.967
C1 1.506 -0.371 1.289
C2 2.257 0.762 0.671
C3 3.115 0.557 -0.411
C4 3.797 1.615 -0.997
C5 3.633 2.904 -0.511
C6 2.774 3.124 0.560
C7 2.096 2.067 1.143
H3 1.373 -0.211 2.362
H4 1.999 -1.329 1.125
H5 3.235 -0.447 -0.802
H6 4.455 1.431 -1.838
H7 4.163 3.732 -0.966
H8 2.625 4.129 0.937
H9 1.403 2.245 1.957
C8 -0.416 -5.490 1.290
C9 -1.419 -4.499 0.681
C10 -2.064 -5.065 -0.589
C11 -2.496 -4.115 1.703
C12 -0.679 -3.284 0.314
N1 -0.101 -2.335 0.027
H10 -0.944 -6.412 1.540
H11 0.027 -5.084 2.199
H12 0.385 -5.725 0.588
H13 -2.643 -5.951 -0.322
H14 -1.305 -5.347 -1.321
H15 -2.723 -4.314 -1.026
H16 -3.058 -5.016 1.956
H17 -3.163 -3.366 1.276
H18 -2.044 -3.705 2.607

Calculated atomic charges, method Löwdin, unit e: number 1, Pt, carries 1.0359; number 2, O, carries -0.1265; number 3, P, carries 0.1923; number 4, O, carries -0.3140; number 5, O, carries -0.4033; number 6, O, carries -0.2795; number 7, P, carries 0.1893; number 8, O, carries -0.1777; number 9, O, carries -0.3037; number 10, O, carries -0.4213; number 11, H, carries 0.0638; number 12, H, carries 0.0596; number 13, C, carries -0.2975; number 14, C, carries -0.3252; number 15, C, carries -0.0698; number 16, C, carries -0.1104; number 17, C, carries -0.1222; number 18, C, carries -0.0977; number 19, C, carries -0.0610; number 20, H, carries 0.0554; number 21, H, carries 0.0358; number 22, H, carries 0.1032; number 23, H, carries 0.0907; number 24, H, carries 0.0871; number 25, H, carries 0.0948; number 26, H, carries 0.1083; number 27, C, carries -0.0492; number 28, C, carries -0.5720; number 29, C, carries -0.0393; number 30, C, carries -0.0411; number 31, C, carries -0.0909; number 32, N, carries 0.0641; number 33, H, carries 0.0841; number 34, H, carries 0.0868; number 35, H, carries 0.0835; number 36, H, carries 0.0864; number 37, H, carries 0.0852; number 38, H, carries 0.0741; number 39, H, carries 0.0872; number 40, H, carries 0.0440; number 41, H, carries 0.0905

=====

Record 8
DFT (ωB97M-V/def2-TZVPD) results for an isolated molecule of C5H9NO in a non-equilibrium geometry.

E_tot, hartree: -325.80148
SMILES: N/C=C/CCC=O
Gap between HOMO and LUMO, eV: 8.29
Charge: 0
E_HOMO, eV: -7.668
LUMO level, eV: 0.6

CARTESIAN COORDINATES (ANGSTROEM)
N1 -2.037 0.147 1.787
C1 -1.026 0.636 0.945
C2 -0.962 0.550 -0.405
C3 0.298 1.046 -1.184
C4 1.499 0.089 -1.224
C5 1.580 -0.835 -0.048
O1 0.728 -1.755 0.022
H1 -1.711 0.019 2.692
H2 -2.923 -0.120 1.427
H3 -0.425 1.489 1.287
H4 -1.948 0.439 -0.883
H5 -0.055 1.306 -2.222
H6 0.456 1.972 -0.611
H7 1.587 -0.539 -2.119
H8 2.481 0.685 -1.182
H9 2.639 -1.163 0.420

Calculated atomic charges, method Löwdin, unit e: number 1, N, carries 0.0569; number 2, C, carries -0.2406; number 3, C, carries -0.1409; number 4, C, carries -0.1951; number 5, C, carries -0.1851; number 6, C, carries -0.2405; number 7, O, carries -0.0100; number 8, H, carries 0.0504; number 9, H, carries 0.0781; number 10, H, carries 0.1208; number 11, H, carries 0.1018; number 12, H, carries 0.1158; number 13, H, carries 0.0975; number 14, H, carries 0.1188; number 15, H, carries 0.1236; number 16, H, carries 0.1486